A molecular structure, C28H23N2O2PPtS2, computed with ωB97M-V/def2-TZVPD.

Output
- HOMO (spin up / spin down): -6.9 / -7.7 eV
- Multiplicity: 3
- DFT total energy: -70688.926 eV
- Expectation value of S²: 2.013
- HOMO-LUMO gap (spin up / spin down): 7.250 / 6.621 eV

Last column: Löwdin spin population.
Cartesian coordinates (Å):
H  -2.883  -4.964  4.823  0.000
H  -0.848  -3.965  -3.775  0.000
H  -0.102  4.850  4.326  0.000
C  4.144  0.826  -1.213  0.005
H  0.901  3.730  -3.228  0.001
H  -0.173  5.390  -4.684  0.000
H  2.676  3.802  -1.926  0.000
C  -0.916  -1.646  4.439  -0.001
H  1.411  5.694  2.564  0.000
C  3.061  0.117  -0.723  0.050
C  -2.087  3.982  -1.650  0.016
C  -0.100  4.072  -3.002  0.017
S  -2.475  -4.020  -1.246  0.022
C  -0.099  4.385  3.349  -0.001
C  1.693  2.057  -1.090  0.047
H  -0.866  -1.596  6.567  0.000
C  -1.749  -3.352  -3.767  0.004
P  -0.050  2.348  -0.771  0.174
C  -2.693  4.912  -2.475  -0.001
C  0.755  4.858  2.360  0.001
C  2.769  2.768  -1.612  -0.002
H  -3.821  -3.527  -3.181  0.000
H  -1.590  2.930  3.863  0.000
C  3.999  2.139  -1.665  0.028
H  -0.101  -0.277  3.433  0.001
H  4.858  2.672  -2.053  0.002
C  -1.343  -2.344  3.299  0.006
O  -0.379  -0.748  1.832  0.147
H  -2.977  -5.082  -3.323  0.001
C  -2.053  -3.538  3.466  0.000
H  -3.705  5.234  -2.270  0.000
H  -2.630  3.583  -0.800  0.001
C  -0.919  2.708  1.841  0.000
C  -1.208  -2.156  5.707  0.000
H  1.448  4.619  0.349  0.000
C  -0.779  3.568  -1.896  0.044
C  -0.936  3.312  3.090  0.000
H  5.118  0.355  -1.263  0.000
C  -1.645  -2.481  -1.319  0.052
C  0.772  4.255  1.114  0.004
H  -2.123  -3.715  6.834  0.000
C  -1.072  -1.840  1.941  0.007
C  -2.874  -4.041  -3.019  0.003
O  -0.232  -0.487  4.383  0.002
C  1.800  0.728  -0.680  0.133
H  -2.479  6.153  -4.213  0.001
H  -2.376  -4.062  2.577  0.000
C  -1.907  -3.336  5.843  -0.001
N  -1.235  -1.870  -0.270  0.042
C  -2.004  5.427  -3.566  0.014
S  -1.404  -1.788  -2.907  0.027
C  -0.712  5.002  -3.830  0.000
C  -0.061  3.172  0.851  0.015
H  -2.031  -3.114  -4.792  0.000
C  -2.335  -4.038  4.717  0.001
Pt  0.023  -0.150  -0.199  1.132
H  3.181  -0.911  -0.406  0.006
H  -1.560  1.854  1.642  0.000
N  -1.545  -2.497  0.918  -0.002

A molecular structure, C28H23N8O3STl, computed with ωB97M-V/def2-TZVPD.

Output
- HOMO: -7.1 eV
- Multiplicity: 1
- DFT total energy: -63000.557 eV
- Relative energy (zero: lowest compared OMol25 entry of this formula, charge and spin): 0.00 kcal/mol
- HOMO-LUMO gap: 5.719 eV

Last column: natural (NBO) charge in e.
Cartesian coordinates (Å):
C  -3.884  4.858  0.289  -0.221
H  -1.428  -5.280  1.011  0.401
H  -1.827  4.879  -0.334  0.229
H  -1.732  -1.985  6.191  0.220
H  3.842  2.981  0.514  0.218
H  -2.271  -2.024  3.928  0.423
Tl  0.210  -0.778  -0.716  0.844
C  0.753  0.252  6.727  -0.212
C  -3.625  -2.409  1.892  -0.222
H  -3.795  -2.606  2.939  0.228
H  0.898  4.473  1.247  0.237
H  4.348  -0.572  0.726  0.269
N  -0.903  -4.711  0.371  -0.841
H  1.605  1.511  5.204  0.215
C  0.070  -3.858  0.827  0.675
H  -3.759  1.064  -0.443  0.236
O  2.733  0.365  -1.123  -0.553
H  1.399  0.628  7.509  0.216
C  0.865  0.750  5.433  -0.228
C  -5.012  4.076  0.493  -0.180
C  -0.182  -0.730  6.999  -0.201
H  -0.824  -5.007  -0.585  0.400
C  -4.449  -3.016  0.957  -0.152
H  -5.241  -3.676  1.287  0.225
C  3.387  0.999  -0.323  0.570
N  0.691  2.231  -0.362  -0.112
H  -2.958  -1.750  -1.787  0.204
N  2.009  -2.085  3.144  -0.415
C  -1.654  -0.870  2.371  0.433
O  -1.525  1.263  -1.674  -0.538
H  -4.849  -3.255  -1.146  0.226
H  1.259  4.998  -0.392  0.239
H  5.071  1.021  1.057  0.216
H  5.352  0.200  -0.499  0.245
H  -0.278  -1.134  7.998  0.217
N  -0.868  0.004  1.871  -0.688
H  -5.854  2.099  0.410  0.218
N  -1.751  -1.197  3.691  -0.606
C  -1.003  -1.208  5.984  -0.218
C  -3.183  -1.957  -0.744  0.054
C  0.046  0.277  4.427  -0.127
C  -4.976  2.707  0.239  -0.203
C  -3.814  2.126  -0.235  -0.179
C  -2.711  4.277  -0.170  -0.176
C  -2.683  2.913  -0.446  -0.108
C  0.126  -3.596  2.238  -0.612
O  0.847  -3.304  0.029  -0.738
C  -0.894  -0.707  4.701  0.119
H  -5.925  4.533  0.854  0.218
C  1.643  4.417  0.449  -0.664
N  -0.254  2.949  -0.658  -0.206
C  4.622  0.391  0.291  -0.716
H  -3.918  5.922  0.486  0.219
C  -0.809  -4.145  3.146  0.329
C  1.165  -2.763  2.735  0.329
N  -2.393  -1.373  0.150  -0.454
N  -1.607  -4.554  3.884  -0.468
C  -4.236  -2.786  -0.388  -0.249
C  -2.605  -1.585  1.446  0.159
C  3.034  2.393  0.096  -0.272
S  0.206  0.922  2.790  0.461
C  1.845  2.989  0.030  0.195
H  2.578  4.853  0.790  0.225
C  -1.477  2.246  -0.982  0.648

A molecular structure, C28H24F10MgN5OS, computed with ωB97M-V/def2-TZVPD.

Output
- HOMO: -4.0 eV
- Multiplicity: 1
- DFT total energy: -82380.098 eV
- Relative energy (zero: lowest compared OMol25 entry of this formula, charge and spin): 22.91 kcal/mol
- Charge: -1
- HOMO-LUMO gap: 6.422 eV

Last column: natural (NBO) charge in e.
Cartesian coordinates (Å):
H  -2.944  4.105  1.916  0.222
C  1.342  -2.068  -3.486  0.283
H  4.370  -2.119  0.799  0.168
Mg  0.975  -0.327  0.660  1.738
H  0.210  -1.399  4.281  0.177
H  1.409  -2.676  3.066  0.215
C  -1.786  2.027  0.992  0.464
N  2.634  -1.350  -0.161  -0.835
C  1.487  -1.704  -2.174  0.307
F  4.692  -3.225  -4.135  -0.310
H  1.608  0.965  2.973  0.210
F  -4.690  -2.136  4.075  -0.306
F  -4.006  -1.761  -0.571  -0.307
C  3.626  -2.707  -3.498  0.285
N  -2.956  2.511  0.575  -0.483
H  -4.122  4.855  -0.089  0.170
F  0.167  -1.913  -4.111  -0.302
H  -4.379  0.955  0.474  0.194
C  1.627  -0.050  3.383  -0.221
S  1.950  1.935  -0.256  -0.598
C  3.297  0.966  -3.965  -0.206
C  -2.239  -1.377  0.932  0.293
C  1.030  1.689  -4.198  -0.165
C  -1.639  -1.281  2.212  0.100
N  -0.347  -0.950  2.275  -0.804
F  -5.701  -2.296  1.533  -0.308
C  -3.548  -1.714  0.692  0.265
C  2.681  -1.795  -1.423  0.102
N  -0.758  1.661  1.359  -0.415
C  0.197  -0.566  3.570  -0.239
C  -3.892  -1.877  3.024  0.282
H  3.029  -2.366  3.747  0.163
C  3.229  1.202  -2.601  -0.255
N  2.302  -0.896  2.412  -0.532
H  4.605  -0.569  0.011  0.193
F  4.967  -2.535  -1.599  -0.329
C  2.398  -2.280  2.849  -0.423
C  2.194  1.200  -4.777  -0.280
H  -4.192  2.878  2.247  0.189
C  -4.805  2.497  -0.966  -0.078
H  -4.260  3.104  -1.702  0.171
H  4.089  1.006  -1.973  0.212
F  -1.452  -1.113  -0.141  -0.333
F  -2.182  -1.542  4.553  -0.326
H  -0.388  0.231  4.046  0.190
C  3.875  -1.167  0.570  -0.233
O  -5.532  3.345  -0.089  -0.523
C  0.966  1.926  -2.834  -0.270
C  -3.832  1.628  -0.198  -0.240
H  4.396  -0.549  2.595  0.163
H  -5.538  1.880  -1.484  0.202
H  2.242  1.003  -5.840  0.202
H  3.465  0.647  1.665  0.232
C  -4.411  -1.966  1.747  0.187
H  2.828  -2.882  2.054  0.218
C  2.432  -2.580  -4.179  0.196
H  0.158  1.882  -4.814  0.191
H  -3.223  1.029  -0.874  0.237
C  -4.663  4.210  0.616  -0.076
H  -5.290  4.831  1.255  0.195
C  3.749  -2.338  -2.169  0.228
H  0.054  2.301  -2.385  0.207
H  4.215  0.581  -4.394  0.203
C  -3.668  3.431  1.457  -0.232
C  -2.567  -1.547  3.252  0.230
F  0.415  -1.150  -1.540  -0.350
F  2.317  -2.963  -5.467  -0.311
C  2.059  1.674  -1.998  -0.130
C  3.571  -0.418  1.876  -0.230
H  2.151  -0.008  4.352  0.169